1.
# C5H8O2

C5H8O2 as an isolated structure (ωB97M-V/def2-TZVPD, OMol25).

XYZ file:
```
15
Properties=species:S:1:pos:R:3:forces:R:3
C 1.907 -0.204 0.644 -0.09 0.09 -0.03
C 0.627 0.134 -0.054 0.01 0.03 0.26
C -0.165 -0.714 -0.994 -0.02 -0.21 -0.08
C -0.812 -0.153 0.265 -0.03 0.12 -0.18
O -1.322 -0.950 1.263 -0.29 0.02 -0.05
C -1.029 1.322 0.017 -1.68 -0.41 -2.94
O 0.328 1.530 -0.301 -0.10 0.27 -0.14
H 2.774 -0.037 -0.006 -0.18 0.00 0.06
H 1.904 -1.257 0.948 -0.06 0.21 -0.09
H 2.013 0.416 1.538 0.02 -0.08 -0.10
H -0.455 -0.323 -1.970 0.03 -0.09 0.21
H 0.047 -1.778 -0.939 0.07 0.13 0.01
H -2.104 -1.397 0.913 0.12 0.00 0.13
H -1.873 1.385 -1.154 1.85 -1.28 0.28
H -1.840 2.026 -0.170 0.36 1.23 2.65
```
Forces are in eV/Å.

For the max |F|, the calculation gives 3.4 eV/Å. The total charge is 0. The HOMO-LUMO gap is 9.0744 eV. As for the LUMO energy: 0.63 eV.

Charges computed using natural (NBO), reported in e: C -0.630; C 0.249; C -0.459; C 0.172; O -0.673; C -0.085; O -0.502; H 0.224; H 0.229; H 0.228; H 0.226; H 0.225; H 0.476; H 0.051; H 0.268

---

2.
# C20H38AlBBrCaClF6N4O7SSi

C20H38AlBBrCaClF6N4O7SSi as an isolated structure (ωB97M-V/def2-TZVPD, OMol25).

XYZ file:
```
82
Properties=species:S:1:pos:R:3:forces:R:3
O -4.132 0.437 1.351 0.43 0.10 -0.12
C -4.266 0.565 -0.010 -0.73 0.22 0.45
C -4.556 2.015 -0.510 0.45 -0.37 -0.29
O -5.080 2.832 0.500 0.01 0.06 -0.74
C -6.426 3.252 0.279 -0.29 0.51 1.29
O -7.323 2.309 0.785 0.15 0.17 -1.02
C -7.890 1.446 -0.201 -0.66 -1.03 0.15
Si -8.907 0.141 0.775 0.02 0.74 0.61
H -3.752 1.247 1.725 -0.33 -0.03 -0.05
H -5.050 -0.139 -0.334 0.34 0.06 0.08
H -3.289 0.198 -0.517 -0.57 0.13 0.90
H -5.256 1.948 -1.358 0.33 0.13 0.07
H -3.594 2.452 -0.856 -0.34 0.07 0.08
H -6.618 3.539 -0.767 0.15 -0.48 0.07
H -6.549 4.156 0.892 0.20 -0.29 -0.09
H -7.145 0.890 -0.799 0.03 0.42 0.06
H -8.587 1.968 -0.877 0.38 0.07 0.13
H -8.021 -0.543 1.744 0.12 -0.13 -0.25
H -9.584 -0.817 -0.111 0.04 -0.03 -0.17
H -9.852 0.932 1.585 -0.12 -0.14 -0.11
C 1.536 -8.181 0.618 0.11 0.13 -0.05
N 1.451 -6.735 0.920 -0.12 -0.13 0.07
C 2.411 -5.914 0.458 -0.03 0.13 0.02
C 2.346 -4.560 0.684 0.11 0.06 0.01
C 1.273 -4.023 1.395 0.06 -0.35 -0.05
C 0.308 -4.902 1.878 -0.30 0.11 0.20
C 0.418 -6.251 1.630 0.08 0.17 -0.05
C 1.111 -2.576 1.625 0.13 0.59 0.21
C -0.043 -1.955 1.186 0.29 -0.29 -0.77
C -0.245 -0.611 1.450 0.10 0.05 0.05
N 0.664 0.097 2.115 -0.08 0.11 -0.02
C 1.817 -0.475 2.529 -0.15 -0.20 0.02
C 2.063 -1.803 2.299 0.21 -0.10 0.17
C 0.395 1.519 2.414 0.73 -1.32 2.44
H 2.486 -8.555 0.993 -0.03 -0.07 -0.05
H 1.470 -8.304 -0.461 0.03 -0.10 0.03
H 0.716 -8.703 1.100 0.01 0.05 0.01
H 3.218 -6.366 -0.102 -0.06 -0.07 0.02
H 3.125 -3.926 0.282 -0.01 -0.03 0.01
H -0.540 -4.537 2.450 -0.08 0.11 -0.19
H -0.319 -6.957 1.987 0.06 -0.05 -0.05
H -0.812 -2.499 0.641 -0.17 0.11 0.13
H -1.139 -0.101 1.133 0.01 0.02 0.09
H 2.519 0.153 3.059 0.01 -0.01 -0.04
H 2.985 -2.236 2.666 -0.01 0.04 -0.01
H 1.205 2.118 1.987 -0.20 -0.14 -0.47
H 0.352 1.625 3.513 -0.48 -0.82 -0.27
H -0.542 1.815 1.985 -0.04 0.26 0.27
F -0.009 3.167 4.340 1.68 0.84 0.33
C 4.563 1.732 0.143 0.29 -0.11 -0.41
O 4.132 2.655 0.835 -0.39 -0.06 0.82
N 3.928 0.528 0.042 -0.06 -0.12 0.42
N 5.699 1.844 -0.577 -0.05 0.21 0.24
H 4.265 -0.229 -0.520 0.03 0.09 -0.09
H 3.073 0.415 0.552 -0.17 0.10 -0.31
H 6.194 2.718 -0.531 0.08 -0.06 -0.19
H 6.071 1.110 -1.151 0.03 0.08 -0.09
F -2.171 -2.677 1.551 -0.20 -0.20 0.05
Ca 1.995 3.158 3.849 -1.33 0.56 -0.06
O 7.813 2.949 -2.458 -0.09 -0.30 0.34
S 8.125 2.286 -3.691 0.39 0.46 -0.89
O 7.919 0.876 -3.834 -0.23 -0.09 0.43
O 9.612 2.641 -4.107 -0.24 0.10 0.03
C 10.667 2.426 -3.146 0.63 -0.30 0.45
C 11.065 0.966 -3.058 -0.27 -0.17 -0.02
C 7.325 3.120 -5.019 -0.03 0.07 -0.04
H 10.378 2.819 -2.170 -0.19 0.04 -0.10
H 11.515 3.014 -3.491 -0.21 0.13 -0.22
H 10.265 0.366 -2.623 0.02 0.01 0.02
H 11.952 0.852 -2.434 0.02 0.09 -0.03
H 11.272 0.562 -4.049 0.08 0.06 0.01
H 7.528 4.184 -4.937 0.02 -0.02 0.02
H 6.257 2.931 -4.931 0.03 -0.05 0.07
H 7.700 2.722 -5.958 0.02 -0.02 0.04
B -12.678 2.479 0.892 3.75 1.14 2.24
F -11.703 2.521 -0.073 -0.88 -0.24 -0.43
F -14.031 2.183 0.168 -1.85 -0.64 -1.05
F -12.471 1.464 1.780 -0.88 -0.23 -0.61
F -12.811 3.678 1.531 -0.80 -0.19 -0.56
Br -15.675 2.171 -0.665 0.68 0.15 0.38
Al -2.602 0.098 -2.204 0.65 0.10 -0.75
Cl 0.390 2.123 -0.018 -0.32 0.16 -2.81
```
Forces are in eV/Å.

For the max |F|, the calculation gives 4.5 eV/Å. The total charge is +2. The HOMO-LUMO gap is 6.1623 eV. As for the LUMO energy: -6.22 eV.

Charges computed using Mulliken, reported in e: O -0.469; C 0.216; C -0.692; O -0.436; C -0.428; O -0.327; C -0.362; Si 0.461; H 0.340; H 0.510; H -0.117; H 0.463; H 0.446; H 0.440; H 0.280; H 0.104; H 0.416; H -0.134; H -0.158; H -0.121; C -0.886; N -0.002; C -0.382; C -0.579; C 0.377; C -0.682; C -0.040; C 0.731; C -0.807; C 0.024; N 0.706; C -0.532; C -0.365; C -2.439; H 0.373; H 0.369; H 0.279; H 0.476; H 0.506; H 0.498; H 0.400; H 0.277; H 0.623; H 0.239; H 0.552; H 0.488; H 1.095; H 0.130; F -0.754; C 0.593; O -0.647; N -0.239; N -0.274; H 0.178; H 0.190; H 0.173; H 0.114; F -0.807; Ca 1.676; O -0.628; S 1.280; O -0.627; O -0.311; C -0.320; C -0.979; C -0.965; H 0.310; H 0.288; H 0.282; H 0.390; H 0.272; H 0.322; H 0.362; H 0.336; B 0.529; F -0.307; F 0.030; F -0.307; F -0.301; Br 0.365; Al 0.526; Cl -0.614

---

3.
# C21H24CaN5OS2Si

C21H24CaN5OS2Si as an isolated structure (ωB97M-V/def2-TZVPD, OMol25).

XYZ file:
```
55
Properties=species:S:1:pos:R:3:forces:R:3
Ca 0.306 -0.245 0.324 0.02 0.06 -0.13
C -2.353 -3.964 -0.216 0.00 0.00 0.00
Si -1.702 -2.450 -1.104 0.04 0.01 0.01
C -2.178 -2.524 -2.909 0.00 0.00 -0.01
C -2.533 -0.930 -0.327 -0.01 0.01 0.00
N -0.037 -2.122 -0.837 -0.04 -0.04 0.03
C 1.046 -2.858 -1.257 -0.02 0.00 0.02
C 1.010 -4.134 -1.850 0.00 0.00 0.00
C 2.166 -4.792 -2.232 -0.02 -0.02 -0.01
C 3.420 -4.223 -2.042 0.01 0.01 0.01
C 3.500 -2.966 -1.462 0.00 -0.02 0.00
C 2.335 -2.327 -1.098 0.05 0.02 0.01
O 2.425 -1.035 -0.501 0.00 -0.02 0.01
C 2.583 0.043 -1.359 -0.01 0.00 -0.04
C 2.995 1.235 -0.773 0.00 -0.02 0.01
C 3.148 2.366 -1.564 0.00 0.01 -0.02
C 2.887 2.306 -2.926 0.00 0.00 0.02
C 2.451 1.113 -3.492 -0.01 -0.01 0.01
C 2.286 -0.027 -2.715 0.01 0.01 -0.01
H -3.435 -4.056 -0.335 0.00 0.01 0.00
H -2.139 -3.918 0.855 0.00 0.00 0.00
H -1.904 -4.883 -0.598 0.00 0.00 0.00
H -3.256 -2.648 -3.031 0.00 0.00 0.00
H -1.693 -3.361 -3.415 0.00 0.00 0.00
H -1.884 -1.610 -3.431 0.00 0.00 0.00
H -3.618 -1.001 -0.434 0.00 0.00 0.00
H -2.253 0.013 -0.815 0.01 -0.01 -0.01
H -2.357 -0.836 0.754 0.00 0.00 0.00
H 0.050 -4.610 -2.008 0.00 0.01 0.01
H 2.086 -5.772 -2.684 0.01 0.00 0.00
H 4.317 -4.748 -2.337 0.00 0.00 0.00
H 4.453 -2.479 -1.295 0.00 0.01 0.00
H 3.250 1.250 0.281 0.00 0.00 0.00
H 3.496 3.287 -1.115 0.00 0.00 0.00
H 3.031 3.180 -3.546 0.00 0.00 0.00
H 2.244 1.060 -4.553 0.00 0.00 0.00
H 1.961 -0.961 -3.152 0.00 0.00 0.01
N 0.023 -1.613 3.874 0.00 -0.02 0.00
C -0.375 -0.325 3.739 0.01 0.02 -0.01
N -0.360 0.325 2.598 -0.02 -0.05 0.00
C -0.805 1.634 2.770 -0.05 0.02 -0.02
C -1.132 1.960 4.038 0.04 -0.01 0.02
S -0.906 0.610 5.085 -0.01 0.01 0.00
C -0.910 2.518 1.599 0.01 0.00 0.07
C -1.450 3.756 1.590 -0.03 -0.01 -0.04
S -1.385 4.425 0.004 0.01 -0.01 0.01
C -0.635 2.979 -0.560 -0.05 -0.02 0.03
N -0.446 2.072 0.368 0.05 0.02 0.00
N -0.320 2.788 -1.867 0.05 0.03 -0.01
H 0.036 -2.202 3.057 0.00 0.00 0.00
H -0.142 -2.089 4.745 0.00 0.01 0.00
H -1.483 2.902 4.422 0.00 0.00 0.00
H -1.897 4.303 2.402 0.00 0.00 0.00
H -0.372 3.584 -2.481 -0.02 -0.01 0.00
H 0.454 2.170 -2.071 -0.02 0.00 0.00
```
Forces are in eV/Å.

For the max |F|, the calculation gives 0.1 eV/Å. The total charge is +1. The HOMO-LUMO gap is 7.3253 eV. As for the LUMO energy: -2.44 eV.

Charges computed using natural (NBO), reported in e: Ca 1.800; C -1.134; Si 1.794; C -1.137; C -1.156; N -1.355; C 0.126; C -0.264; C -0.180; C -0.254; C -0.240; C 0.246; O -0.589; C 0.230; C -0.308; C -0.177; C -0.247; C -0.205; C -0.239; H 0.244; H 0.228; H 0.243; H 0.244; H 0.245; H 0.236; H 0.268; H 0.220; H 0.213; H 0.211; H 0.222; H 0.225; H 0.226; H 0.236; H 0.232; H 0.233; H 0.235; H 0.251; N -0.783; C 0.260; N -0.682; C 0.190; C -0.448; S 0.450; C 0.088; C -0.425; S 0.448; C 0.265; N -0.660; N -0.786; H 0.407; H 0.415; H 0.258; H 0.257; H 0.409; H 0.413